No. 1
The following is a DFT calculation (ωB97M-V/def2-TZVPD) of a structure of composition C26H50P2PdSi at a distorted geometry.

```
80
Properties=species:S:1:pos:R:3:forces:R:3
Pd -0.678630 0.865041 -0.763848 -1.1 -0.5 2.0
C -0.502947 -2.231605 2.551621 0.0 0.1 -0.2
C 0.765778 -2.614596 2.036490 0.0 -0.2 0.1
C 1.109934 -1.162850 3.784933 0.1 0.1 0.4
C -0.291477 -1.332932 3.630561 -0.1 0.0 0.1
C 1.761387 -1.954043 2.806330 0.3 -0.2 0.0
C -1.818795 -2.660695 2.043037 -0.4 -0.4 -0.1
H -1.751878 -3.636842 1.546909 0.0 0.2 0.1
H -2.226074 -1.942116 1.309276 0.1 -0.1 0.2
H -2.553261 -2.742884 2.856084 0.2 0.1 -0.2
C -1.343737 -0.716329 4.465503 -0.3 0.3 0.0
H -2.247845 -0.518424 3.874585 0.2 -0.1 0.1
H -1.003706 0.229678 4.907087 -0.1 -0.3 -0.1
H -1.641635 -1.378254 5.294720 0.1 0.1 -0.2
C 1.777727 -0.351995 4.822144 0.2 0.4 0.0
H 1.945863 -0.925162 5.745813 -0.1 0.0 -0.2
H 1.180641 0.524926 5.095756 0.1 -0.2 0.0
H 2.757994 0.000075 4.482807 -0.2 -0.1 0.1
C 3.223836 -2.101811 2.668279 0.4 0.1 -0.3
H 3.640753 -2.793080 3.417511 -0.2 0.1 -0.1
H 3.738479 -1.140418 2.799006 -0.1 -0.2 0.0
H 3.495290 -2.497702 1.683591 0.0 0.1 0.2
C 1.011786 -3.584475 0.947996 0.0 0.0 -0.4
H 1.127027 -4.610262 1.337998 0.0 0.3 0.0
H 1.930240 -3.334832 0.399298 -0.2 -0.1 0.1
H 0.173387 -3.592827 0.239441 0.2 -0.1 0.2
C -1.430258 1.388956 -2.468839 -1.2 0.2 -0.9
C -1.928148 0.003709 -2.706495 -1.1 -0.9 -1.0
C -0.879707 -0.965479 -3.289206 -0.2 -0.3 -0.6
C 0.568403 -0.906554 -2.760687 0.2 -0.7 0.0
C 0.821077 -0.113097 -1.492038 2.7 -1.2 -1.6
C 1.657576 1.138794 -1.713183 1.7 0.1 -0.1
C 0.981142 2.328479 -2.488022 0.0 0.2 0.3
C -0.271523 1.919439 -3.300847 0.0 0.4 -0.3
H -0.817501 -0.743035 -4.368261 -0.2 -0.2 0.3
H 1.230297 -0.545259 -3.571081 -0.3 0.0 0.4
H -1.220395 -2.008525 -3.229263 -0.1 0.4 0.0
H -0.001482 1.175903 -4.058623 0.0 0.2 0.1
H -2.235513 2.121864 -2.327909 0.2 -0.1 0.1
H -2.742185 0.095415 -3.455312 0.5 0.3 -0.2
H -0.641980 2.802807 -3.846077 0.2 -0.2 0.2
H 0.736951 3.144491 -1.792160 -0.1 -0.1 -0.1
H 2.405978 0.828143 -2.467060 -0.3 -0.2 0.2
H 1.725273 2.745746 -3.186414 -0.3 -0.1 0.3
H 0.919817 -1.937334 -2.567364 -0.3 0.3 -0.2
H 1.248182 -0.757427 -0.706618 -0.2 0.3 0.0
P -3.525068 -0.796976 -1.586121 1.0 0.5 1.3
C -5.053409 -0.278829 -2.459652 0.2 0.5 -0.1
C -3.551362 -2.613212 -1.835123 0.3 -0.2 -0.2
P 4.416071 1.147428 -0.566083 -1.2 0.5 -0.4
C 2.529475 1.490775 -0.444255 -0.1 -0.2 -0.2
C 4.350692 -0.288025 -1.743688 0.4 -0.4 0.3
C 4.844872 2.474651 -1.779503 0.4 0.1 0.2
H -5.516976 0.493191 -1.824656 0.0 -0.2 -0.5
H -5.730183 -1.142751 -2.528082 0.2 0.4 -0.1
H -4.839103 0.136690 -3.456020 -0.4 -0.2 0.2
H -2.741186 -2.963564 -2.486185 -0.4 -0.1 0.1
H -4.530393 -2.882158 -2.257600 0.5 -0.1 0.1
H -3.444521 -3.096874 -0.846364 0.0 0.2 -0.5
H 4.650527 2.157119 -2.812057 0.0 0.2 0.2
H 5.920116 2.672681 -1.652439 -0.4 0.1 -0.3
H 4.285054 3.392625 -1.550418 0.3 -0.2 -0.1
H 2.366815 2.537905 -0.156362 0.2 -0.2 0.1
H 2.247219 0.860207 0.422847 -0.3 0.3 -0.3
H 5.157050 -0.977446 -1.462178 -0.2 0.1 -0.2
H 4.516111 0.037538 -2.777567 -0.1 -0.2 0.2
H 3.396813 -0.829902 -1.678911 0.3 0.0 0.0
C -3.293011 1.519698 1.294051 -0.1 -0.2 0.1
Si -1.577408 2.144782 0.846132 -1.5 2.1 1.3
C -1.678389 3.939750 0.279348 0.2 -0.1 -0.1
C -0.397661 2.052322 2.304491 0.3 -0.2 -0.1
H -3.612164 0.647270 0.706332 0.1 0.3 0.3
H -4.019979 2.327608 1.132132 0.1 -0.2 0.0
H -3.307780 1.258143 2.361835 -0.1 0.0 -0.2
H -2.216208 4.521478 1.043239 0.1 -0.1 -0.2
H -0.672150 4.369326 0.173908 -0.3 0.0 0.0
H -2.206645 4.054998 -0.676197 0.1 0.0 0.2
H 0.386779 2.812722 2.210187 -0.1 -0.2 0.0
H -0.947985 2.235424 3.236341 0.0 0.0 -0.2
H 0.087824 1.072763 2.381128 0.0 0.1 0.1
```
Forces are in eV/Å.

The total energy comes out at -57687.6398 eV. As for the frontier orbital gap (alpha / beta): 6.87 / 5.18 eV. As for the spin multiplicity: 5. Its total charge is +2.

No. 2
The following is a DFT calculation (ωB97M-V/def2-TZVPD) of a structure of composition C26H51ClN2NbO2S at a distorted geometry.

```
84
Properties=species:S:1:pos:R:3:forces:R:3
C -4.743352 2.744235 -0.218194 0.2 -0.2 -0.4
C -4.615761 1.532913 -0.160398 -0.1 -0.4 -0.3
Nb -4.052400 -0.681293 -0.437988 1.2 1.7 0.1
Cl -3.606660 -0.928833 2.019595 -0.4 0.0 -0.9
C -1.807129 -0.139676 -0.649721 -1.2 -0.7 1.7
C -1.382040 0.754512 0.509910 1.3 -0.5 -0.4
C -0.089341 0.912425 0.852156 -0.7 0.2 0.2
C -4.405349 -0.489089 -2.658953 -0.4 0.5 0.5
C -5.626206 0.380037 -3.097018 0.0 -1.0 0.1
C -6.927444 0.086625 -2.329928 0.2 1.1 -0.4
S -8.341434 0.857290 -3.243812 -0.2 -0.1 0.2
H -4.764107 3.780386 -0.466673 -0.1 0.1 0.3
H -3.601527 -2.419436 -0.724730 -0.3 0.0 -0.2
H -5.759158 -1.186862 -0.075397 -0.2 -0.7 0.2
H -1.680283 0.424669 -1.576550 0.1 -0.2 -0.1
H -1.266004 -1.092443 -0.644840 0.4 0.3 -0.2
H -2.106595 1.303706 1.103651 -0.1 0.6 -0.7
H 0.660072 0.142416 0.693544 0.1 0.3 -0.7
H 0.218081 1.847916 1.319854 0.0 -0.5 0.8
H -4.447152 -1.462082 -3.161460 0.0 0.0 0.2
H -3.518299 0.021649 -3.061424 0.1 -0.2 0.2
H -5.379434 1.439440 -3.025535 -0.1 0.0 0.1
H -5.841162 0.140912 -4.146054 0.1 0.3 0.0
H -7.088984 -0.984177 -2.222100 -0.2 0.1 -0.1
H -6.932763 0.551271 -1.346209 0.1 -0.3 0.1
H -8.402329 2.053418 -2.615235 0.2 -0.4 0.0
C -1.080591 -2.123242 5.366503 0.1 0.1 0.3
C -0.161451 -2.692296 4.257446 -1.6 0.0 0.9
C 0.584605 -3.929527 4.769668 0.5 -0.1 0.0
C 1.723683 -3.612274 5.737207 0.0 0.0 0.0
C 2.665563 -2.569790 5.138850 -0.1 -0.5 -0.1
C 1.935602 -1.308536 4.671688 0.3 1.2 1.3
N 0.784999 -1.637053 3.789465 1.4 -1.8 -1.1
O 1.241226 -1.961280 2.616617 -0.3 0.6 0.0
C 1.469127 -0.502053 5.898980 -0.2 -0.1 0.2
C 2.920404 -0.386163 3.953626 0.0 -0.1 -0.5
C -1.108346 -3.114515 3.134903 0.3 0.1 -0.5
H -1.184121 -1.041990 5.279295 0.0 0.0 0.0
H -2.087054 -2.531998 5.288657 0.1 -0.1 -0.1
H -0.731085 -2.359327 6.373686 0.1 0.1 0.0
H 0.998429 -4.479365 3.917810 0.0 0.1 -0.1
H -0.128441 -4.605122 5.248311 -0.1 0.1 0.0
H 1.327952 -3.266871 6.696850 0.0 0.0 0.0
H 2.283397 -4.526243 5.952827 0.0 0.0 0.0
H 3.428581 -2.297991 5.873282 0.0 0.2 0.0
H 3.199755 -3.018782 4.295116 -0.1 0.1 -0.1
H 0.874351 0.359761 5.593293 0.0 0.0 0.0
H 2.334030 -0.127801 6.449681 0.1 0.0 -0.1
H 0.887294 -1.081520 6.611502 -0.1 0.0 -0.1
H 3.409090 -0.874079 3.111377 -0.2 0.0 0.0
H 3.704912 -0.072803 4.643962 -0.1 -0.1 0.1
H 2.418085 0.510054 3.585482 0.0 0.0 0.0
H -1.649272 -2.253316 2.737665 0.1 -0.1 0.0
H -1.844585 -3.821549 3.518846 0.0 0.1 0.2
H -0.589636 -3.613058 2.316243 0.1 0.2 0.0
C 3.957191 0.831582 -2.315954 0.2 0.2 0.0
C 2.598927 0.703048 -3.050329 1.3 -0.8 1.0
C 2.820403 0.222806 -4.488438 -0.2 0.2 -0.4
C 3.378005 1.296107 -5.421336 0.0 0.0 0.1
C 2.530647 2.564738 -5.352217 0.0 -0.4 -0.2
C 2.349137 3.080440 -3.922930 1.1 1.4 0.1
N 1.875671 2.006487 -3.008613 -1.5 -0.9 -1.8
O 0.612059 1.798325 -3.230788 0.1 0.3 0.6
C 3.678450 3.677707 -3.421651 0.2 -0.1 0.0
C 1.372363 4.255922 -3.925845 -0.5 -0.2 0.1
C 1.829990 -0.375668 -2.286390 -0.5 0.1 0.0
H 3.930995 1.626016 -1.570045 0.0 0.0 0.0
H 4.200580 -0.084345 -1.778409 -0.1 -0.1 -0.1
H 4.792459 1.018917 -2.992690 0.0 0.1 0.0
H 1.870164 -0.132582 -4.899890 -0.1 0.1 0.1
H 3.488514 -0.642006 -4.479874 0.0 0.0 0.2
H 4.420916 1.516640 -5.174547 0.0 0.0 0.0
H 3.383957 0.918350 -6.446711 0.0 0.0 0.0
H 2.986833 3.346061 -5.965715 0.0 0.1 0.1
H 1.551279 2.360486 -5.796379 -0.1 0.0 0.2
H 3.598777 3.978675 -2.375987 0.0 0.0 0.0
H 3.929831 4.566715 -4.002271 -0.1 0.0 0.0
H 4.528099 3.006146 -3.518734 -0.1 0.0 0.1
H 0.407932 3.994528 -4.358381 0.0 -0.1 0.1
H 1.780652 5.074689 -4.519733 0.2 -0.1 0.0
H 1.203667 4.626334 -2.913393 0.0 -0.1 0.0
H 1.635701 -0.068699 -1.258791 -0.1 0.0 -0.1
H 2.418585 -1.293715 -2.256435 0.2 0.1 -0.1
H 0.879953 -0.627841 -2.754363 -0.1 0.2 0.1
```
Forces are in eV/Å.

The total energy comes out at -59763.9205 eV. As for the frontier orbital gap (alpha / beta): 6.71 / 6.70 eV. As for the spin multiplicity: 3. Its total charge is -1.

Among the records above, which one has the lowest total charge?
C26H51ClN2NbO2S

What is the total charge in the first record?
+2

Look up the total charge of the second one.
-1